Here is a molecular structure, C35H50FO8P2Sn from OMol25. Energies are from ωB97M-V/def2-TZVPD.

Energy above the lowest of the compared OMol25 structures with the same formula, charge and spin ... 0.223 eV
Net charge ... -1
Gap between HOMO and LUMO ... 0.2143 hartree
Lowest unoccupied orbital energy ... 2.077 eV

Element x y z (Å)
Sn 0.56910 1.02021 -1.34449
C -0.67236 1.15600 5.58303
C -1.73091 1.53517 4.55633
C -2.93173 0.59920 4.64408
O -1.15616 1.59216 3.24430
P -0.84071 0.43834 2.18861
O 0.27988 0.86727 1.34496
C -2.41886 0.13063 1.32560
P -2.34150 -1.51085 0.51464
O -1.02531 -1.98520 0.10853
O -3.47397 -1.46050 -0.60517
C -3.38221 -0.47089 -1.66756
C -4.62823 0.39525 -1.60206
C -3.24104 -1.18923 -2.99284
O -2.93574 -2.53248 1.57678
C -4.31115 -2.80809 1.87426
C -4.84335 -3.82985 0.88004
C -4.33957 -3.33663 3.29862
O -0.58949 -0.87849 3.05175
C 0.64473 -1.64808 2.84880
C 1.79481 -0.95912 3.56634
C 0.35049 -3.04310 3.36128
H -1.07278 1.30093 6.58698
H 0.21366 1.77775 5.45844
H -0.38713 0.11204 5.45574
H -2.05407 2.56189 4.74335
H -2.63433 -0.39918 4.31995
H -3.75384 0.95582 4.02257
H -3.28006 0.54355 5.67514
H -2.51468 0.94896 0.60959
H -3.26946 0.11672 2.00345
H -2.48849 0.14321 -1.51770
H -5.51347 -0.22457 -1.75793
H -4.58534 1.16155 -2.37545
H -4.70985 0.88710 -0.63132
H -4.12782 -1.79252 -3.19647
H -2.35989 -1.83008 -2.97138
H -3.10686 -0.45490 -3.78680
H -4.89225 -1.88119 1.80607
H -4.17995 -4.69558 0.87193
H -4.85691 -3.39980 -0.11897
H -5.84979 -4.14789 1.15411
H -3.71636 -4.22929 3.36470
H -5.35831 -3.59288 3.58964
H -3.94518 -2.59414 3.99305
H 0.85408 -1.68294 1.78164
H 1.61425 -0.92084 4.64348
H 1.88870 0.05450 3.17927
H 2.73135 -1.48310 3.37544
H 0.10347 -3.01465 4.42496
H 1.22073 -3.68054 3.20613
H -0.49264 -3.45411 2.80744
C 5.42910 1.61233 -0.04705
C 4.75707 2.72035 -0.54484
C 3.40042 2.64269 -0.83595
C 2.67679 1.46407 -0.65642
C 3.37398 0.36982 -0.13907
C 4.72592 0.43433 0.16715
H 6.49179 1.66296 0.16305
H 5.29691 3.64789 -0.70782
H 2.88959 3.52151 -1.21843
H 2.84741 -0.56893 0.02382
H 5.23714 -0.44014 0.55834
C 6.02453 -2.42753 -2.49486
C 4.87988 -1.56886 -2.96846
C 5.07245 -0.24016 -3.32007
C 4.01659 0.54781 -3.75622
C 4.22552 1.98424 -4.15026
C 2.73646 -0.00554 -3.83920
C 2.52068 -1.33714 -3.48727
C 1.14913 -1.95687 -3.56871
C 3.60034 -2.09919 -3.05244
C 1.61821 0.86283 -4.38474
O 1.42198 0.85692 -5.60011
O 0.96769 1.57512 -3.53771
H 6.97545 -1.90451 -2.59644
H 6.07910 -3.35626 -3.06654
H 5.89052 -2.69463 -1.44364
H 6.06767 0.18842 -3.25504
H 5.23916 2.31451 -3.92339
H 3.51484 2.61214 -3.61284
H 4.03814 2.11260 -5.21859
H 0.56504 -1.47318 -4.35209
H 0.62419 -1.83745 -2.61710
H 1.22185 -3.02486 -3.78209
H 3.44369 -3.13977 -2.78057
F -3.18729 6.22827 -1.11909
C -2.29820 5.19475 -1.12630
C -1.97988 4.57816 0.06378
C -1.08152 3.51490 0.03943
C -0.48876 3.05154 -1.13952
C -0.83963 3.73350 -2.31325
C -1.73973 4.79312 -2.32124
H -2.42140 4.92739 0.99017
H -0.83347 3.04650 0.98106
H -0.39021 3.40524 -3.24520
H -2.01270 5.30362 -3.23713

Atom charges from the Mulliken analysis, given in e for atoms 1 to 6:
1 Sn 0.352
2 C -1.252
3 C 0.470
4 C -1.114
5 O -0.333
6 P -0.211

Here is a molecular structure, C35H50FeO31Rb from OMol25. Energies are from ωB97M-V/def2-TZVPD.

<S²> ... 6.02
Multiplicity ... 5
Energy above the lowest of the compared OMol25 structures with the same formula, charge and spin ... 0.703 eV
Net charge ... -3
Gap between HOMO and LUMO ... 0.1067 hartree
Lowest unoccupied orbital energy ... 4.030 eV

Element x y z (Å)
Fe -4.19804 0.34111 -1.24288
Rb -0.57049 0.73568 0.70652
O -4.25159 -1.73054 -1.91568
C -2.97856 -2.06406 -2.35381
C -1.89568 -0.85581 -2.56529
O -2.16737 0.34546 -1.89041
H -3.04124 -2.61173 -3.29415
H -2.59947 -2.72082 -1.57082
H -1.70760 -0.65319 -3.61964
H -0.91835 -1.21119 -2.23875
C -7.03779 0.87276 1.98281
C -7.04253 0.83735 3.40600
C -5.60842 0.55656 4.06100
O -5.46947 0.81197 5.27635
C -4.41724 0.21698 3.14786
C -4.61035 0.16358 1.84380
C -5.99416 0.53837 1.23652
O -6.15037 0.54798 -0.04788
O -3.56255 -0.07873 1.11839
O -7.97502 0.88350 4.20537
H -7.96124 1.19549 1.52512
H -3.48203 -0.00831 3.63881
C -0.71193 -0.59156 5.46506
C -0.36896 -0.90138 4.15486
C -1.05885 -2.06717 3.41687
O -0.91654 -2.41592 2.17290
C -2.07745 -2.74949 3.97734
C -2.35561 -2.61803 5.38442
C -1.71403 -1.37099 6.19926
O -2.14902 -1.11403 7.35475
O -3.09079 -3.47663 5.93654
O 0.36971 -0.09171 3.50306
H -0.36519 0.37140 5.80987
H -2.53335 -3.61409 3.51798
C 4.68928 -5.18228 -3.85670
O 4.01958 -4.57593 -2.79395
C 3.79791 -3.24006 -2.76748
O 4.05034 -2.45556 -3.72507
O 3.00648 -3.00207 -1.76137
C 2.35709 -1.71974 -1.65481
H 4.66458 -4.56812 -4.75686
H 4.28875 -6.19602 -3.85934
H 5.71070 -5.13163 -3.47954
H 1.60042 -1.81664 -0.87624
H 1.89470 -1.46151 -2.60749
H 3.09111 -0.93429 -1.47486
C 4.02013 3.64723 -7.17865
O 2.95904 2.72759 -6.88786
C 1.98953 3.02824 -6.01150
O 2.02086 4.11270 -5.33645
O 1.24374 1.86883 -5.82566
C 0.30957 1.89296 -4.76982
H 3.66960 4.67897 -7.15154
H 4.42869 3.42797 -8.16510
H 4.78145 3.45355 -6.42300
H -0.49003 2.62321 -4.89423
H 0.76166 1.88170 -3.77806
H -0.19313 0.92584 -4.76163
C 6.32769 -0.08405 0.92760
O 5.01592 -0.54710 0.93129
C 4.74483 -1.84088 1.36187
O 5.55479 -2.74880 1.57183
O 3.42345 -1.91484 1.46193
C 2.85818 -3.14219 1.78696
H 6.49623 0.86319 0.41532
H 7.03506 -0.74117 0.42171
H 6.72417 0.04929 1.93414
H 3.04897 -3.31231 2.84657
H 3.22580 -4.00357 1.22931
H 1.78754 -3.03057 1.61561
C 1.00406 5.76149 3.28967
O 0.22995 4.84844 3.99008
C -0.63759 3.95060 3.34798
O -0.67050 3.74842 2.07821
O -1.44252 3.30256 4.24678
C -2.56603 2.66710 3.69552
H 1.90647 5.94500 3.87283
H 0.53168 6.74076 3.36699
H 1.28440 5.55057 2.25767
H -3.22463 2.16629 4.40512
H -2.26798 1.85232 3.03569
H -3.17447 3.33267 3.08320
C -1.73208 3.67595 -1.90405
O -2.78229 4.37327 -1.15930
C -3.81001 3.64532 -0.71834
O -3.92523 2.42578 -0.75847
O -4.60118 4.45837 0.02305
C -5.48410 3.93461 1.00743
H -1.02807 3.20180 -1.22021
H -1.24624 4.43761 -2.51392
H -2.22782 2.98539 -2.58632
H -5.95631 4.67718 1.65063
H -4.86601 3.25969 1.59950
H -6.18471 3.28232 0.48611
C 2.75212 2.09418 2.03489
O 2.64134 3.20724 1.11296
C 2.03247 3.06269 -0.01235
O 1.64682 2.02785 -0.53514
O 2.06581 4.24877 -0.58727
C 1.68494 4.35566 -1.99886
H 1.76240 1.90678 2.45135
H 3.44389 2.44432 2.80102
H 3.34092 1.26186 1.64936
H 0.77771 3.78091 -2.18514
H 2.49626 3.89064 -2.55887
H 1.64054 5.43304 -2.15811
C 0.57330 -4.78836 0.00986
O 1.27446 -5.48268 -0.98266
C 0.93934 -6.68581 -1.18220
O -0.03705 -7.28036 -0.71174
O 1.86373 -7.29835 -2.02805
C 1.66475 -8.62471 -2.54276
H 0.57805 -5.26925 0.98804
H -0.48136 -4.62697 -0.21319
H 1.00197 -3.79206 0.11814
H 1.75142 -9.42853 -1.81169
H 2.46269 -8.92083 -3.22370
H 0.69153 -8.74424 -3.01884

Atom charges from the Mulliken analysis, given in e for atoms 1 to 6:
1 Fe 0.817
2 Rb -0.046
3 O -0.871
4 C -0.215
5 C 0.165
6 O -0.165

Here is a molecular structure, C35H50Ge2IIrN6PSe from OMol25. Energies are from ωB97M-V/def2-TZVPD.

<S²> ... 6.07
Multiplicity ... 5
Energy above the lowest of the compared OMol25 structures with the same formula, charge and spin ... 2.135 eV
Net charge ... +3
Gap between HOMO and LUMO (spin up / spin down) ... 0.2594 / 0.1423 hartree
Lowest unoccupied orbital energy (spin up / spin down) ... -7.082 / -10.783 eV

Element x y z (Å)
Ir 0.30522 -1.75575 -0.23783
C 0.10261 2.75619 1.53581
C -0.07928 2.26064 0.09710
Ge -0.89629 0.49849 -0.47136
C -1.61042 0.92164 -2.29078
C -3.12904 1.07698 -2.35974
C -2.32743 0.07911 0.78839
C -3.20542 -0.92411 0.47117
Ge -1.96584 -2.46984 0.10799
C -2.21289 -3.41827 1.83122
C -2.98254 -4.67230 1.86915
C -2.57829 -3.35071 -1.58136
C -3.51680 -4.56271 -1.75485
C -4.67031 -0.76154 0.28437
C -5.42163 0.41256 0.67091
C -6.81627 0.45439 0.57111
C -7.51665 -0.63511 0.23790
C -6.81501 -1.84270 -0.18230
C -5.45259 -1.83469 -0.33533
H 0.60575 3.72734 1.43760
H 0.62258 2.11915 2.22693
H -0.87639 3.03083 1.95085
H 0.88831 2.31672 -0.44133
H -0.69106 3.02831 -0.53370
H -1.35957 0.02357 -2.84053
H -1.01228 1.77820 -2.61515
H -3.52205 0.20456 -2.96101
H -3.51312 2.00686 -2.79043
H -3.59933 1.13658 -1.36492
H -2.42305 0.71719 1.68066
H -2.53863 -2.70190 2.59229
H -1.13366 -3.54108 2.17506
H -4.06341 -4.58473 1.60054
H -2.86316 -4.94088 2.93608
H -2.43489 -5.53635 1.37109
H -1.61355 -3.64380 -2.08293
H -2.91746 -2.43598 -2.13502
H -4.50802 -4.39617 -1.37359
H -3.09277 -5.36280 -1.10719
H -3.59932 -4.88880 -2.78185
H -4.91734 1.22602 1.19881
H -7.31417 1.43237 0.68281
H -8.60547 -0.74432 0.30421
H -7.33846 -2.77496 -0.44280
H -4.89931 -2.53121 -0.95624
I 4.18309 1.20658 2.86260
C 3.64730 0.72320 0.86285
C 4.26051 1.16853 -0.29913
C 3.74553 0.62811 -1.50199
C 2.69012 -0.23740 -1.50689
N 2.08470 -0.69381 -0.34517
C 2.58396 -0.20134 0.79318
H 5.11700 1.92445 -0.17424
H 4.29253 0.83828 -2.41577
H 2.37534 -0.71720 -2.41506
H 2.05343 -0.32990 1.73258
C 0.93862 7.66908 -1.46837
N 2.17845 7.51098 -0.70226
C 3.17598 6.50390 -0.87034
Se 3.30515 5.35284 -2.28201
N 4.15671 6.76538 0.07811
C 3.90499 7.89557 0.79713
C 4.60860 8.58198 1.73963
C 4.02432 9.80468 2.21243
C 2.70159 10.18531 1.87031
C 2.04885 9.45989 0.88276
C 2.68039 8.36627 0.35814
H 0.44413 8.64851 -1.23056
H 0.35105 6.79391 -1.22579
H 1.20360 7.62714 -2.52137
H 4.92884 6.10307 0.25853
H 5.59131 8.34127 2.08897
H 4.51216 10.39735 3.03813
H 2.28841 11.08861 2.35777
H 1.03185 9.69399 0.48753
C 2.17084 -6.26501 1.43095
N 1.12361 -6.47175 0.42829
C 1.78766 -6.72354 -0.84952
N 2.73941 -5.65776 -1.27169
C 3.70232 -5.50428 -0.21414
N 3.14429 -5.19707 1.14560
C 2.56054 -3.88351 1.19553
P 1.11877 -3.81473 -0.00849
C 0.16959 -5.34491 0.33310
C 2.10878 -4.39380 -1.47285
H 2.75594 -7.20950 1.45993
H 1.77014 -5.99893 2.39219
H 1.02899 -6.86959 -1.66516
H 2.37225 -7.69057 -0.79981
H 4.49887 -4.72521 -0.36996
H 4.32577 -6.43160 -0.11189
H 3.32768 -3.14835 0.90055
H 2.35866 -3.62262 2.26199
H -0.57311 -5.58565 -0.42599
H -0.33120 -5.28330 1.29400
H 2.87407 -3.68679 -1.86193
H 1.36634 -4.48773 -2.23421

Atom charges from the Mulliken analysis, given in e for atoms 1 to 6:
1 Ir -0.287
2 C -1.229
3 C -0.551
4 Ge 0.141
5 C -0.865
6 C -0.771

Here is 12 unconnected molecules or ions with the total composition C35H50N13O3P from OMol25. Energies are from ωB97M-V/def2-TZVPD.

Gap between HOMO and LUMO ... 0.2901 hartree
Lowest unoccupied orbital energy ... -0.505 eV
SMILES ... CP(C)c1ccc2c(c1)C(=O)N(C[C@H](O)CN)C2=O.CC#N.CC#N.CC#N.CC#N.CC#N.CC#N.CC#N.CC#N.CC#N.CC#N.CC#N

Element x y z (Å)
C 0.36899 3.56586 3.30417
P 0.96283 2.72448 1.71590
C -0.50713 2.98115 0.53923
C 0.95604 0.87049 2.04317
C 1.54876 -0.10397 1.11173
C 1.51256 -1.55908 1.34530
C 0.86194 -1.99414 2.56251
C 0.27852 -1.01413 3.51194
C 0.30456 0.40951 3.29385
C -0.32995 -1.89364 4.64862
O -0.49549 -1.70823 5.81159
N -0.63750 -3.12583 3.93570
C -1.82275 -3.10502 3.04011
C -2.85822 -1.98080 3.35008
O -3.42780 -2.07464 4.67402
C -4.08071 -1.97044 2.33662
N -4.87341 -0.75061 2.69358
C 0.57127 -3.40857 3.16729
O 1.14636 -4.45349 3.11108
H 1.03003 3.32962 4.16977
H 0.18074 4.65302 3.15916
H -0.63737 3.09872 3.52598
H -0.45697 3.95828 0.00968
H -1.43635 2.97524 1.18009
H -0.54441 2.09337 -0.13467
H 2.03080 0.23137 0.16321
H 1.92776 -2.30323 0.64020
H -0.17067 1.09344 4.02225
H -2.35954 -4.08695 3.17521
H -1.56768 -3.01976 1.94616
H -2.41892 -0.94295 3.26473
H -3.30962 -1.19679 5.07008
H -3.72060 -1.78132 1.28963
H -4.69048 -2.90001 2.39158
H -4.31625 0.06933 2.44170
H -5.76072 -0.73926 2.19508
C -1.21585 7.34216 -1.20855
C -1.76883 6.08650 -1.75962
N -2.19099 5.11033 -2.18824
H -0.52018 7.11679 -0.39965
H -0.68832 7.88840 -1.99041
H -2.02141 7.96547 -0.82191
C 2.30360 5.82110 -1.57720
C 1.91939 5.92580 -0.15031
N 1.61229 6.01108 0.95198
H 2.91870 4.93503 -1.73032
H 1.41075 5.74593 -2.19745
H 2.86900 6.70216 -1.87470
C -4.81602 3.32868 -3.00693
C -6.11625 3.32383 -2.29651
N -7.12304 3.31945 -1.74500
H -4.05943 3.81851 -2.39524
H -4.49922 2.30568 -3.20883
H -4.91159 3.86395 -3.95094
C 1.87172 -5.15736 -0.93376
C 1.38608 -3.89901 -1.54367
N 1.00526 -2.92647 -2.01684
H 1.21749 -5.44504 -0.11755
H 1.88219 -5.95086 -1.67866
H 2.88120 -5.01707 -0.54911
C 5.14304 -7.01169 -0.26815
C 4.76906 -7.45950 -1.62851
N 4.47994 -7.80532 -2.68327
H 4.25043 -6.93008 0.35261
H 5.82697 -7.72905 0.18455
H 5.63209 -6.03882 -0.31952
C 0.06590 -0.20123 -4.49956
C -1.25027 0.46685 -4.40448
N -2.27078 0.98344 -4.32648
H 0.06004 -0.91743 -5.32034
H 0.84579 0.53845 -4.67812
H 0.28044 -0.72851 -3.56903
C -2.22068 -4.68790 6.49768
C -3.44803 -5.49149 6.70469
N -4.39836 -6.11453 6.86557
H -1.82134 -4.36741 7.45941
H -1.46912 -5.28447 5.98148
H -2.45066 -3.80802 5.89739
C 1.68193 -7.86787 3.03851
C 1.81330 -7.63334 1.58527
N 1.91068 -7.45242 0.45603
H 0.86394 -7.27000 3.43908
H 1.47732 -8.92225 3.22224
H 2.60596 -7.58996 3.54425
C -4.57841 -1.92235 -2.38630
C -4.45668 -2.76624 -1.17444
N -4.36124 -3.41839 -0.23452
H -4.16915 -2.45019 -3.24683
H -5.62707 -1.69379 -2.57365
H -4.03005 -0.99087 -2.24602
C 4.31555 4.33034 -5.19638
C 3.61935 5.56921 -4.78307
N 3.07938 6.53043 -4.46237
H 3.90715 3.47657 -4.65454
H 4.18186 4.17057 -6.26518
H 5.37824 4.41501 -4.98096
C 5.47460 8.79539 -6.28447
C 5.92430 7.38628 -6.25404
N 6.27311 6.29391 -6.23005
H 5.87230 9.29137 -7.16926
H 4.38599 8.83414 -6.31144
H 5.82800 9.31502 -5.39466

Atom charges from the Mulliken analysis, given in e for atoms 1 to 6:
1 C -1.070
2 P 0.189
3 C -0.602
4 C 0.537
5 C -0.517
6 C -0.929

Ordered molecular weight results: 798.43, 1108.07, 1129.10, 731.85; unit g mol⁻¹.